C16H23N6PtSe | ωB97M-V with the def2-TZVPD basis set

```
47
Properties=species:S:1:pos:R:3:forces:R:3:nbo_charge:R:1
Pt -0.315082 -0.375755 0.265781 0.42 -0.76 -1.00 1.4239
C -2.540939 2.831189 -1.472258 -0.01 -0.03 0.02 -0.7072
C -1.576804 1.895749 -0.841170 0.10 0.12 0.03 0.3997
N -1.816337 0.648650 -0.607879 -0.09 -0.02 0.14 -0.4097
C -3.069355 -0.082319 -0.857925 0.05 -0.01 0.11 -0.2716
C -3.111455 -1.206425 0.169442 0.01 0.08 0.00 -0.2429
N -1.779349 -1.911520 0.216480 -0.13 0.04 0.44 -0.5678
C -1.626883 -2.848178 -0.929953 -0.06 0.07 -0.04 -0.2462
C -0.196799 -3.281971 -0.989875 0.02 -0.08 0.05 -0.2554
N 0.675792 -2.095094 -1.170597 -0.30 0.49 0.02 -0.6092
C 2.050379 -2.410403 -0.702808 0.10 -0.18 0.03 -0.2384
C 2.156979 -2.116785 0.792987 -0.03 0.00 -0.21 -0.2555
N 1.627297 -0.762171 0.891216 0.09 0.20 0.93 -0.4273
C 2.371913 0.277134 1.081966 -0.03 0.03 -0.15 0.4031
C 3.783748 0.277311 1.545170 0.01 -0.03 -0.03 -0.7091
C 1.749813 1.569061 0.661268 -0.15 0.01 -0.06 0.1539
C 2.301520 2.838792 0.655021 -0.03 0.05 0.01 -0.1460
C 1.555233 3.877044 0.100483 0.07 0.00 0.03 -0.0842
C 0.286562 3.651271 -0.428655 -0.09 -0.01 -0.01 -0.1466
C -0.225873 2.365758 -0.393985 -0.02 -0.07 0.02 0.1495
N 0.536930 1.389835 0.129688 0.24 -0.10 -0.10 -0.3815
H -3.265063 2.311200 -2.094768 -0.01 0.00 0.01 0.2727
H -2.020521 3.565075 -2.086255 0.00 -0.01 -0.01 0.2773
H -3.083356 3.376546 -0.691597 0.02 0.01 0.01 0.2979
H -3.056205 -0.446342 -1.887241 -0.02 -0.01 0.01 0.2450
H -3.941011 0.559532 -0.737523 0.02 0.03 0.01 0.2707
H -3.898555 -1.921412 -0.071945 0.03 -0.03 0.01 0.2615
H -3.300283 -0.809435 1.165564 0.01 0.03 -0.02 0.2553
H -1.761627 -2.429652 1.095865 0.03 -0.10 -0.06 0.4396
H -1.906558 -2.315409 -1.839978 -0.02 -0.03 0.00 0.2175
H -2.310006 -3.690175 -0.810138 0.02 -0.01 0.02 0.2667
H -0.029693 -4.018100 -1.778775 0.01 0.07 -0.04 0.2660
H 0.078366 -3.756664 -0.045603 0.03 -0.02 -0.02 0.2190
H 0.686888 -1.810156 -2.145941 0.09 -0.16 -0.05 0.4229
H 2.768777 -1.815139 -1.264611 -0.02 0.08 0.05 0.2367
H 2.275822 -3.463612 -0.884943 0.00 0.03 -0.11 0.2526
H 3.191694 -2.186198 1.116585 0.01 -0.01 0.02 0.2573
H 1.560659 -2.788231 1.410291 -0.05 0.01 -0.04 0.2408
H 4.053820 -0.621983 2.089799 -0.02 -0.01 0.00 0.2733
H 3.944122 1.130081 2.206163 0.00 0.00 0.00 0.2795
H 4.461305 0.394820 0.692848 0.00 0.01 0.01 0.2891
H 3.284008 3.028645 1.065213 0.00 -0.01 0.01 0.2789
H 1.966146 4.878697 0.083750 0.00 0.00 0.00 0.2836
H -0.283238 4.469542 -0.848176 -0.01 -0.01 -0.01 0.2784
Se -0.591769 2.673942 3.376066 -0.07 -0.88 -0.29 0.3595
C -0.743605 1.129025 2.622947 -0.17 0.90 0.48 0.0374
N -0.917404 0.024216 2.148008 -0.07 0.32 -0.20 -0.6105
```
Positions in Å, forces in eV/Å.

Calculated values
total charge	+3
LUMO level	-11.9205	eV
M	573.44	Da
HOMO level	-17.93	eV
Kohn-Sham gap	6.014	eV
energy relative to the best compared isomer or geometry (same formula, charge and spin)	0.0	kJ/mol